# 1
Formula: C26H38FNO3PRe
Source: the OMol25 dataset
Level of theory: ωB97M-V/def2-TZVPD

Last column: Mulliken spin population.
Positions of all 71 atoms, in Å:
Re -0.90 0.77 0.50  1.05
O 0.21 2.58 0.65  -0.02
C 0.39 3.45 -0.52  0.01
C -0.20 2.62 -1.67  0.00
O -0.31 3.02 -2.78  0.02
O -0.58 1.39 -1.30  0.00
C -0.45 4.70 -0.31  -0.03
C -1.76 4.58 0.14  0.01
C -2.56 5.70 0.32  0.00
C -2.05 6.96 0.03  0.00
C -0.75 7.09 -0.42  0.00
C 0.05 5.97 -0.59  0.00
C 1.88 3.70 -0.72  0.00
C 2.36 4.10 -1.96  0.00
C 3.71 4.38 -2.13  0.00
C 4.59 4.27 -1.06  0.00
C 4.11 3.87 0.18  0.00
C 2.76 3.60 0.35  0.00
H 0.24 3.08 1.48  0.00
H -2.18 3.60 0.36  -0.01
H -3.57 5.59 0.68  0.00
H -2.67 7.84 0.16  0.00
H -0.34 8.07 -0.65  0.00
H 1.07 6.08 -0.94  0.00
H 1.69 4.19 -2.80  0.00
H 4.07 4.68 -3.10  0.00
H 5.64 4.48 -1.20  0.00
H 4.79 3.78 1.02  0.00
H 2.43 3.28 1.33  0.00
F -0.44 0.76 2.32  0.03
C -4.22 -3.78 -0.74  0.00
C -3.09 -2.94 -0.14  -0.01
C -2.65 -3.56 1.20  0.00
C -1.86 -2.99 -1.06  0.00
P -3.61 -1.17 0.13  0.01
N -2.17 -0.36 0.31  -0.08
C -4.42 -0.40 -1.37  0.00
C -4.39 1.15 -1.28  0.01
C -3.60 -0.79 -2.61  0.00
C -5.87 -0.86 -1.53  0.00
C -4.55 -0.87 1.72  0.00
C -5.07 0.57 1.71  0.01
C -3.62 -1.02 2.94  0.00
C -5.74 -1.83 1.85  0.00
H -3.88 -4.82 -0.77  0.00
H -4.46 -3.49 -1.76  0.00
H -5.13 -3.76 -0.14  0.00
H -2.23 -4.54 0.98  0.00
H -3.47 -3.71 1.89  0.00
H -1.87 -2.97 1.69  0.00
H -1.53 -4.03 -1.09  0.00
H -1.03 -2.40 -0.68  0.00
H -2.06 -2.69 -2.08  0.00
H -3.45 1.54 -0.88  0.00
H -5.21 1.54 -0.70  0.00
H -4.48 1.53 -2.29  0.00
H -2.55 -0.50 -2.52  0.00
H -4.03 -0.26 -3.46  0.00
H -3.67 -1.86 -2.83  0.00
H -6.51 -0.51 -0.73  0.00
H -5.97 -1.94 -1.61  0.00
H -6.25 -0.42 -2.46  0.00
H -4.28 1.30 1.56  0.00
H -5.51 0.76 2.69  0.00
H -5.85 0.73 0.97  0.00
H -2.65 -0.55 2.80  0.00
H -3.47 -2.05 3.23  0.00
H -4.10 -0.51 3.78  0.00
H -6.48 -1.70 1.06  0.00
H -6.23 -1.61 2.80  0.00
H -5.45 -2.88 1.88  0.00

Values from the calculation:
Spin multiplicity: 2
Net charge: +1
Frontier orbital gap (spin up / spin down) in eV: 8.14 / 8.37
HOMO (spin up / spin down) in eV: -11.62 / -11.45
F_max in eV/A: 0.4
ΔE to the lowest compared entry with this formula, charge and spin in kcal per mole: 0.0



# 2
Formula: C26H38IN6O5Zr
Source: the OMol25 dataset
Level of theory: ωB97M-V/def2-TZVPD

Last column: Mulliken charge in e.
Positions of all 77 atoms, in Å:
Zr 0.36 -0.52 -0.05  0.53
C -2.95 2.10 -1.98  -1.17
C -2.01 2.80 -1.05  0.44
N -2.10 4.12 -0.99  -0.54
C -1.36 4.81 -0.13  -1.01
C -0.47 4.24 0.77  0.71
C 0.29 5.21 1.65  -0.94
O 0.78 4.67 2.86  -0.52
C -0.30 2.84 0.69  0.49
C 0.62 2.17 1.57  -1.70
N 1.07 0.94 1.51  0.50
C 2.10 0.64 2.46  -0.09
C 3.12 1.55 2.75  -0.08
C 4.09 1.25 3.69  -1.07
C 4.07 0.04 4.36  -0.76
C 3.09 -0.89 4.08  -0.64
C 2.14 -0.58 3.13  0.47
I 0.62 -1.99 2.65  0.31
C -1.09 2.12 -0.25  -0.30
O -0.97 0.77 -0.33  0.25
H -3.14 2.73 -2.84  0.43
H -2.57 1.13 -2.32  0.18
H -3.91 1.94 -1.49  0.36
H -1.51 5.89 -0.15  0.42
H 1.14 5.59 1.07  0.30
H -0.36 6.06 1.85  0.57
H 0.45 5.17 3.62  0.30
H 1.00 2.81 2.36  1.66
H 3.14 2.50 2.23  0.63
H 4.86 1.98 3.90  0.46
H 4.83 -0.19 5.10  0.46
H 3.06 -1.84 4.60  0.49
C 0.69 -1.87 -3.25  -1.34
O 1.04 -1.93 -1.84  0.26
C 2.33 -2.56 -1.68  -0.62
C 2.87 -2.19 -0.31  -0.73
O 2.54 -0.81 -0.01  0.41
C 3.41 0.15 -0.68  -1.00
C 2.58 1.30 -1.25  -0.55
O 1.34 0.74 -1.72  0.23
C 0.70 1.57 -2.73  -1.20
H 0.54 -2.88 -3.64  0.38
H -0.21 -1.28 -3.36  0.42
H 1.50 -1.39 -3.81  0.34
H 2.23 -3.64 -1.78  0.49
H 2.99 -2.21 -2.48  0.53
H 2.41 -2.80 0.47  0.16
H 3.95 -2.35 -0.26  0.52
H 4.13 0.53 0.04  0.41
H 3.95 -0.35 -1.48  0.55
H 2.37 2.06 -0.50  0.23
H 3.12 1.76 -2.07  0.74
H 0.61 2.60 -2.38  0.43
H 1.30 1.55 -3.64  0.38
H -0.28 1.16 -2.92  0.33
C -2.07 -1.85 -1.45  -0.17
N -3.38 -2.43 -1.57  0.24
C -3.28 -3.85 -1.24  -0.73
N -2.79 -4.01 0.14  0.10
C -1.50 -3.41 0.29  -1.14
N -1.51 -1.91 -0.03  1.82
C -2.59 -1.32 0.90  -0.65
N -3.86 -1.95 0.73  0.12
C -4.32 -1.78 -0.65  -0.53
C -3.75 -3.37 1.04  -0.87
H -2.11 -0.81 -1.76  -0.92
H -1.40 -2.43 -2.09  0.36
H -2.60 -4.35 -1.93  0.32
H -4.26 -4.32 -1.33  0.35
H -0.79 -3.89 -0.38  0.07
H -1.19 -3.55 1.33  0.51
H -2.69 -0.26 0.69  -0.13
H -2.26 -1.45 1.93  0.54
H -4.39 -0.72 -0.89  0.21
H -5.30 -2.23 -0.77  0.34
H -4.73 -3.85 0.92  0.35
H -3.43 -3.50 2.08  0.34

Values from the calculation:
Net charge: +3
Frontier orbital gap in eV: 6.96
HOMO in eV: -16.65
F_max in eV/A: 1.6
ΔE to the lowest compared entry with this formula, charge and spin in kcal per mole: 0.7



# 3
Formula: C26H38LaN9O6P
Source: the OMol25 dataset
Level of theory: ωB97M-V/def2-TZVPD

Last column: Mulliken charge in e.
Positions of all 81 atoms, in Å:
La 0.36 0.20 0.33  1.75
O 0.06 0.50 -2.37  -0.34
C -1.30 0.86 -2.66  -0.69
C -1.62 2.23 -2.08  -1.04
N -1.15 2.32 -0.69  0.39
C -0.46 3.58 -0.36  -0.82
C 0.59 3.34 0.73  0.53
O 0.81 4.20 1.57  -0.73
O 1.18 2.19 0.65  -0.14
C -2.27 2.08 0.24  -0.87
C -2.70 0.59 0.18  0.46
O -3.85 0.30 -0.07  -0.67
O -1.72 -0.24 0.39  -0.33
H 0.64 1.21 -2.69  0.18
H -1.92 0.09 -2.20  0.39
H -1.47 0.85 -3.74  0.43
H -2.69 2.41 -2.16  0.32
H -1.11 2.99 -2.68  0.47
H -1.15 4.36 -0.04  0.31
H 0.08 3.94 -1.24  0.44
H -3.14 2.70 0.01  0.46
H -1.95 2.31 1.26  0.47
N 1.09 -3.82 -2.40  0.22
C 0.63 -2.64 -1.95  -0.89
N 0.55 -2.30 -0.70  0.24
C 0.93 -3.23 0.26  -0.27
N 0.78 -3.02 1.53  -1.12
N 0.47 -1.77 1.97  0.93
C -0.18 -1.68 3.07  -0.98
C -0.31 -0.38 3.71  0.88
C -0.76 -0.29 5.02  -1.04
C -0.73 0.95 5.66  -0.35
C -0.25 2.04 4.95  -1.08
C 0.16 1.86 3.64  -0.12
N 0.12 0.69 3.01  0.21
C 1.50 -4.51 -0.15  0.85
C 1.97 -5.46 0.76  -0.30
C 2.49 -6.65 0.30  -0.86
C 2.55 -6.92 -1.07  -0.47
C 2.09 -5.99 -1.98  -0.97
C 1.56 -4.79 -1.52  0.11
H 1.11 -4.01 -3.39  0.30
H 0.32 -1.93 -2.70  0.54
H -0.57 -2.57 3.57  0.36
H -1.10 -1.17 5.54  0.46
H -1.07 1.05 6.68  0.44
H -0.20 3.01 5.41  0.49
H 0.54 2.71 3.08  0.47
H 1.92 -5.23 1.81  0.49
H 2.86 -7.39 1.00  0.44
H 2.95 -7.86 -1.42  0.43
H 2.13 -6.20 -3.04  0.42
C 5.23 0.41 1.63  -1.08
N 4.29 -0.40 0.87  1.08
C 3.92 -1.66 1.49  -1.30
P 3.87 -0.12 -0.70  -0.86
O 2.38 -0.09 -0.90  0.26
N 4.47 -1.40 -1.57  0.61
C 4.08 -1.48 -2.98  -1.02
C 5.73 -2.06 -1.26  -1.16
N 4.56 1.27 -1.25  0.53
C 3.93 2.57 -1.02  -0.66
C 5.98 1.35 -1.55  -1.08
H 4.82 0.58 2.63  0.30
H 5.37 1.38 1.15  0.29
H 6.20 -0.08 1.73  0.24
H 3.33 -1.48 2.40  0.21
H 4.81 -2.24 1.77  0.43
H 3.33 -2.26 0.80  0.26
H 3.11 -1.00 -3.10  0.16
H 4.00 -2.53 -3.27  0.32
H 4.81 -1.00 -3.63  0.30
H 6.01 -1.87 -0.23  0.29
H 6.54 -1.73 -1.92  0.40
H 5.62 -3.14 -1.39  0.30
H 2.93 2.45 -0.63  -0.24
H 3.89 3.13 -1.96  0.33
H 4.51 3.16 -0.30  0.33
H 6.42 0.35 -1.59  0.24
H 6.52 1.92 -0.79  0.38
H 6.13 1.84 -2.51  0.32

Values from the calculation:
Net charge: +1
Frontier orbital gap in eV: 7.75
HOMO in eV: -10.91
F_max in eV/A: 3.1
ΔE to the lowest compared entry with this formula, charge and spin in kcal per mole: 20.0



Number 1 is which compound? C26H38FNO3PRe